No. 1
Below is a structure of composition C34H52GeN6O3S3Si3Sr in a non-equilibrium geometry, with properties calculated with ωB97M-V with the def2-TZVPD basis set.

Cartesian coordinates (Å):
1 Sr -1.388 -0.574 1.164
2 C -2.206 4.025 -0.227
3 C -1.815 2.765 0.507
4 N -1.916 1.605 -0.055
5 N -2.345 1.700 -1.398
6 C -2.615 0.586 -1.993
7 S -2.698 -1.063 -1.465
8 S -3.006 0.738 -3.729
9 C -2.888 2.511 -4.001
10 C -4.116 3.337 -3.685
11 C -4.344 4.512 -4.398
12 C -5.428 5.332 -4.108
13 C -6.309 4.983 -3.093
14 C -6.094 3.808 -2.382
15 C -5.010 2.990 -2.676
16 C -1.313 2.911 1.904
17 C -0.608 4.076 2.238
18 C -0.115 4.312 3.507
19 C -0.370 3.360 4.506
20 C -1.072 2.213 4.221
21 C -1.533 1.920 2.908
22 O -2.130 0.804 2.657
23 H -3.110 3.858 -0.808
24 H -1.427 4.314 -0.941
25 H -2.365 4.843 0.473
26 H -2.620 2.632 -5.051
27 H -2.054 2.850 -3.383
28 H -3.657 4.790 -5.192
29 H -5.584 6.242 -4.676
30 H -7.154 5.619 -2.859
31 H -6.775 3.522 -1.588
32 H -4.850 2.075 -2.117
33 H -0.414 4.807 1.458
34 H 0.459 5.205 3.719
35 H -0.010 3.529 5.517
36 H -1.263 1.464 4.983
37 C -0.784 -3.400 5.005
38 C -1.077 -2.864 3.633
39 N -0.396 -1.815 3.132
40 N 0.615 -1.325 3.945
41 C 1.427 -0.343 3.589
42 N 2.345 -0.011 4.573
43 S 1.379 0.512 2.130
44 C -2.123 -3.441 2.844
45 C -2.613 -4.754 3.114
46 C -3.629 -5.274 2.365
47 C -4.193 -4.512 1.324
48 C -3.645 -3.275 1.075
49 N -2.636 -2.726 1.775
50 H -0.787 -2.588 5.743
51 H 0.187 -3.909 5.074
52 H -1.548 -4.100 5.329
53 H 0.731 -1.715 4.868
54 H 2.771 -0.786 5.060
55 H 3.022 0.659 4.242
56 H -2.151 -5.362 3.881
57 H -3.985 -6.278 2.565
58 H -5.006 -4.881 0.714
59 H -4.024 -2.670 0.259
60 O 1.636 -2.990 0.883
61 C 0.555 -2.563 0.536
62 O 0.408 -1.456 -0.173
63 H -0.359 -3.135 0.750
64 C 0.788 1.579 -2.546
65 Si 2.286 1.201 -1.558
66 C 2.611 2.572 -0.362
67 C 3.736 1.177 -2.738
68 Ge 2.364 -1.023 -0.741
69 Si 1.979 -2.504 -2.578
70 C 0.574 -1.931 -3.623
71 C 1.646 -4.237 -1.991
72 C 3.515 -2.575 -3.652
73 Si 4.389 -1.570 0.389
74 C 4.560 -3.288 1.050
75 C 5.687 -1.407 -0.950
76 C 4.821 -0.349 1.723
77 H 0.792 2.648 -2.795
78 H -0.130 1.368 -2.006
79 H 0.759 1.002 -3.474
80 H 2.795 3.477 -0.952
81 H 3.486 2.372 0.264
82 H 1.765 2.755 0.309
83 H 3.893 2.186 -3.139
84 H 3.558 0.501 -3.580
85 H 4.662 0.866 -2.251
86 H -0.348 -1.823 -3.039
87 H 0.398 -2.669 -4.416
88 H 0.783 -0.969 -4.095
89 H 0.587 -4.361 -1.741
90 H 2.226 -4.493 -1.103
91 H 1.892 -4.939 -2.795
92 H 3.933 -1.584 -3.845
93 H 3.263 -3.028 -4.619
94 H 4.302 -3.180 -3.190
95 H 4.716 -4.003 0.235
96 H 3.676 -3.597 1.600
97 H 5.432 -3.320 1.715
98 H 5.533 -2.156 -1.732
99 H 6.683 -1.560 -0.519
100 H 5.677 -0.427 -1.431
101 H 4.606 -0.774 2.708
102 H 4.238 0.569 1.624
103 H 5.888 -0.105 1.674

LUMO (alpha / beta) = 2.150 / 2.143 eV
charge = -1
HOMO (alpha / beta) = -2.87 / -4.42 eV
2S+1 = 2
<S²> = 0.769
E = -6051.982979 Eh

No. 2
Below is a structure of composition C34H52N8O6P2RbSSi in a non-equilibrium geometry, with properties calculated with ωB97M-V with the def2-TZVPD basis set.

Cartesian coordinates (Å):
1 Rb 15.063 13.573 11.590
2 C 21.608 14.178 6.516
3 N 21.424 14.673 7.876
4 C 22.498 15.453 8.406
5 P 20.323 13.983 8.898
6 O 20.881 13.056 9.879
7 O 19.770 15.350 9.639
8 P 18.826 15.355 10.924
9 O 17.737 14.378 10.823
10 N 19.744 15.287 12.207
11 C 21.056 15.913 12.186
12 C 19.630 14.077 13.125
13 N 18.281 16.912 10.889
14 C 17.504 17.316 12.033
15 C 17.785 17.456 9.620
16 N 19.102 13.510 8.022
17 C 18.199 14.385 7.369
18 C 19.002 12.070 7.752
19 H 21.727 15.029 5.841
20 H 20.750 13.542 6.233
21 H 22.555 13.559 6.501
22 H 23.090 15.922 7.581
23 H 23.217 14.832 8.916
24 H 22.093 16.222 9.030
25 H 21.176 16.698 11.459
26 H 21.831 15.230 11.967
27 H 21.190 16.370 13.211
28 H 18.584 13.884 13.227
29 H 20.055 14.439 14.017
30 H 20.192 13.202 12.729
31 H 17.870 16.824 12.939
32 H 16.440 17.117 11.942
33 H 17.537 18.407 12.147
34 H 18.436 17.017 8.898
35 H 17.996 18.531 9.399
36 H 16.685 17.214 9.369
37 H 18.715 15.093 6.683
38 H 17.643 14.976 8.088
39 H 17.429 13.725 6.974
40 H 19.810 11.508 8.162
41 H 18.991 11.960 6.686
42 H 18.044 11.737 8.187
43 N 10.295 7.407 13.229
44 C 10.522 8.594 12.578
45 C 11.335 9.582 13.111
46 C 11.642 10.759 12.480
47 C 11.171 10.982 11.177
48 C 10.214 10.047 10.694
49 C 9.919 8.851 11.355
50 S 11.634 12.383 10.302
51 O 11.496 13.405 11.308
52 O 10.803 12.384 9.080
53 N 13.178 12.250 9.980
54 C 13.483 11.241 9.141
55 N 12.632 10.228 8.771
56 C 13.128 9.241 8.127
57 C 14.459 9.154 7.748
58 C 15.270 10.190 8.169
59 N 14.806 11.215 8.824
60 H 10.570 7.354 14.172
61 H 9.355 7.039 13.086
62 H 11.747 9.336 14.063
63 H 12.128 11.633 12.939
64 H 9.767 10.230 9.678
65 H 9.123 8.207 11.058
66 H 12.384 8.441 7.953
67 H 14.872 8.365 7.149
68 H 16.354 10.145 8.033
69 C 17.679 10.378 16.637
70 C 17.538 11.835 16.176
71 C 16.991 12.558 17.424
72 C 18.925 12.398 15.871
73 Si 16.301 12.088 14.647
74 O 16.609 13.462 13.941
75 C 14.567 11.934 15.395
76 C 13.998 10.805 15.892
77 C 12.844 10.859 16.674
78 C 12.282 12.060 16.988
79 C 12.817 13.269 16.515
80 C 13.972 13.208 15.748
81 C 16.426 10.737 13.301
82 C 15.415 9.858 12.873
83 C 15.583 8.935 11.863
84 C 16.703 9.027 11.081
85 C 17.714 9.919 11.383
86 C 17.572 10.829 12.463
87 H 18.459 10.342 17.376
88 H 17.866 9.698 15.736
89 H 16.737 9.997 17.081
90 H 17.570 12.617 18.311
91 H 16.056 12.025 17.707
92 H 16.663 13.607 17.378
93 H 19.584 12.326 16.696
94 H 18.776 13.358 15.585
95 H 19.416 11.855 15.064
96 H 14.507 9.826 15.692
97 H 12.238 10.032 17.082
98 H 11.419 11.986 17.623
99 H 12.457 14.310 16.827
100 H 14.404 14.055 15.234
101 H 14.479 9.969 13.443
102 H 14.798 8.228 11.616
103 H 16.766 8.447 10.198
104 H 18.631 9.958 10.731
105 H 18.185 11.693 12.548

LUMO = 2.002 eV
charge = -1
HOMO = -5.21 eV
2S+1 = 1
E = -3611.021929 Eh

No. 3
Below is a structure of composition C34H53AlBCaClF10LiN3O13PS2 in a non-equilibrium geometry, with properties calculated with ωB97M-V with the def2-TZVPD basis set.

Cartesian coordinates (Å):
1 C 1.015 4.621 3.116
2 C 0.098 4.924 2.383
3 C -1.170 5.182 1.619
4 C -1.720 3.859 1.105
5 C -2.647 3.068 1.865
6 N -3.165 3.415 3.073
7 C -2.370 3.657 4.068
8 C -1.460 2.634 4.717
9 C -2.396 5.069 4.671
10 C -3.103 1.781 1.278
11 S -4.260 0.769 2.236
12 C -2.694 1.341 0.035
13 C -3.165 0.025 -0.623
14 C -2.624 -1.218 0.178
15 C -1.350 -1.835 -0.483
16 C -0.209 -0.760 -0.480
17 C 1.207 -1.462 -0.378
18 C 1.969 -1.077 0.920
19 C 2.062 0.448 1.185
20 C 3.483 1.056 0.945
21 C 4.317 1.216 2.244
22 C 3.888 2.479 3.059
23 C 5.046 3.467 3.378
24 C 5.134 4.597 2.282
25 C -1.763 2.174 -0.756
26 N -1.297 1.930 -1.964
27 S -0.286 3.181 -2.269
28 N -0.415 4.097 -0.944
29 C -1.288 3.422 -0.158
30 H 1.744 4.287 3.839
31 H -0.859 5.764 0.728
32 H -1.889 5.798 2.173
33 H -1.242 1.764 4.079
34 H -0.556 3.139 5.091
35 H -2.001 2.284 5.622
36 H -2.831 5.027 5.693
37 H -1.386 5.490 4.778
38 H -3.074 5.709 4.086
39 H -3.402 0.088 3.062
40 H -2.710 -0.025 -1.623
41 H -4.263 -0.012 -0.690
42 H -3.360 -2.043 0.221
43 H -2.287 -0.952 1.196
44 H -1.551 -2.199 -1.502
45 H -1.094 -2.715 0.139
46 H -0.223 -0.245 -1.451
47 H -0.373 -0.086 0.391
48 H 0.987 -2.545 -0.318
49 H 1.803 -1.345 -1.299
50 H 1.425 -1.559 1.767
51 H 2.966 -1.552 0.878
52 H 1.369 1.044 0.556
53 H 1.774 0.689 2.234
54 H 4.015 0.360 0.271
55 H 3.445 2.055 0.474
56 H 5.363 1.375 1.914
57 H 4.319 0.319 2.887
58 H 3.481 2.143 4.037
59 H 3.082 2.984 2.497
60 H 4.758 3.986 4.313
61 H 5.988 2.915 3.504
62 H 4.339 4.376 1.551
63 H 4.965 5.585 2.741
64 H 6.140 4.552 1.804
65 Li -1.430 -1.083 2.898
66 O 0.384 -2.537 -5.208
67 Cl 0.959 -3.178 -4.080
68 O 1.023 -4.638 -4.330
69 O 0.144 -2.960 -2.923
70 O 2.292 -2.691 -3.854
71 C 7.140 3.930 -0.921
72 O 6.454 2.972 -0.428
73 H 6.594 4.655 -1.606
74 H 7.617 4.654 -0.185
75 H 8.017 3.663 -1.553
76 C -5.817 -6.769 2.015
77 C -5.768 -7.100 0.537
78 O -4.971 -6.157 -0.186
79 C -3.653 -6.303 -0.060
80 O -3.089 -7.148 0.591
81 O -3.060 -5.336 -0.759
82 C -1.643 -5.320 -0.635
83 H -6.151 -5.740 2.165
84 H -6.498 -7.442 2.538
85 H -4.831 -6.857 2.473
86 H -6.771 -7.036 0.116
87 H -5.408 -8.115 0.364
88 H -1.215 -6.292 -0.870
89 H -1.359 -5.011 0.377
90 H -1.262 -4.591 -1.346
91 Ca 6.854 6.442 -0.719
92 C 1.708 8.412 0.706
93 C 3.062 8.260 -0.057
94 O 3.142 8.950 -1.073
95 O 3.861 7.467 0.466
96 H 1.050 9.116 0.205
97 H 1.218 7.439 0.756
98 H 1.908 8.771 1.715
99 F -3.675 -4.668 -6.063
100 P -3.587 -4.956 -4.452
101 F -4.863 -5.129 -3.431
102 F -2.097 -4.267 -4.532
103 F -2.728 -5.802 -3.352
104 F -4.023 -6.413 -5.064
105 F -4.153 -3.418 -4.266
106 Al 1.846 -6.532 -4.894
107 C -3.854 -11.476 -5.634
108 C -4.554 -10.148 -5.489
109 O -3.568 -9.345 -4.845
110 C -2.359 -9.880 -5.120
111 O -1.321 -9.355 -4.871
112 O -2.481 -11.096 -5.718
113 H -4.162 -12.019 -6.525
114 H -3.990 -12.119 -4.762
115 H -4.802 -9.696 -6.452
116 H -5.457 -10.212 -4.886
117 B 7.930 11.137 0.261
118 F 8.711 11.152 1.427
119 F 6.665 11.691 0.517
120 F 8.572 11.841 -0.764
121 F 7.756 9.768 -0.156

LUMO = -9.649 eV
charge = +1
HOMO = -10.85 eV
2S+1 = 1
E = -6018.040352 Eh

Q: Which value of 2S+1 does entry 2 give?
A: 1

Q: Look up the charge of the third one.
A: +1

Q: What is the charge in the second record?
A: -1